1.
This record from the Open Molecules 2025 dataset describes the molecule C7H12 in a non-equilibrium geometry. The level of theory is wB97M-V/def2-TZVPD.

E_tot: -273.70493 a.u.

Structure (XYZ):
```
19
Properties=species:S:1:pos:R:3:forces:R:3:lowdin_charge:R:1
C -1.0887 0.5414 1.3891 0.7033 -0.4864 -1.6480 0.17
C -1.3018 -0.0575 0.2343 -2.6830 -0.7451 0.8867 -0.43
C -0.3628 0.0735 -0.8782 2.5855 0.5610 -0.0971 -0.16
C 1.0473 0.2000 -0.2056 -0.2356 -0.3948 1.0429 -0.31
C -2.6355 -0.9515 -0.0141 1.4173 3.4548 -0.4708 -0.03
C 1.4422 -0.9838 0.6280 0.7355 0.2403 0.5480 -0.11
C 2.0352 1.2980 -0.1532 0.8088 0.9428 1.1260 -0.11
H -1.4611 0.4997 2.3702 -0.5254 0.1166 0.9877 0.03
H -0.3811 -0.7466 -1.6391 -0.0975 0.4755 0.6673 0.13
H -0.6182 1.0003 -1.3640 0.0727 0.3820 -0.6576 0.11
H -3.4897 -0.1762 -0.2844 1.5577 -2.0909 0.5082 0.11
H -2.7074 -1.3992 0.9652 -0.9063 -0.7076 -0.2211 0.05
H -2.2818 -1.5662 -0.8596 -1.0549 -0.2342 0.5712 0.06
H 1.9216 -0.7500 1.6561 -0.8623 -0.0022 -1.5623 0.10
H 2.2659 -1.5191 0.0697 -1.0508 -0.1874 0.5270 0.09
H 0.4845 -1.4882 0.8111 0.9017 -0.9119 0.0308 0.06
H 2.1510 1.8448 0.8777 -0.5484 -1.1802 -1.4102 0.11
H 1.7858 2.0886 -0.8282 0.0995 0.5712 -0.6802 0.05
H 3.0883 0.9392 -0.3340 -0.9177 0.1966 -0.1484 0.09
```
Forces are in eV/Å.

=====

2.
This record from the Open Molecules 2025 dataset describes a cluster of 2 separate species, C7H12 in total in a non-equilibrium geometry. The level of theory is wB97M-V/def2-TZVPD.

SMILES: C=C1CC1.C=CC
E_tot: -273.75817 a.u.

Structure (XYZ):
```
19
Properties=species:S:1:pos:R:3:forces:R:3:lowdin_charge:R:1
C -2.6820 -0.0644 -0.1294 -0.1604 0.0430 0.0440 -0.12
C -1.3960 -0.6076 -0.6739 -0.0825 0.1274 -0.5423 -0.25
C -0.5024 0.2188 -1.2151 -0.7397 -0.1646 -0.7720 -0.07
C 1.0706 0.2089 0.5102 0.5412 -0.0022 0.9110 -0.40
C 1.8449 -0.9438 0.0127 -0.0382 -0.2921 -0.0410 -0.10
C 2.4265 0.4669 0.0427 0.3501 0.1489 0.2260 -0.11
C 0.2971 0.6290 1.5088 0.1068 0.0526 0.0586 0.05
H -3.3231 0.2043 -0.9763 -0.1037 -0.0543 0.1986 0.08
H -2.5104 0.8637 0.4330 -0.0285 -0.1597 -0.0194 0.07
H -3.2289 -0.7732 0.4967 0.1026 0.0930 -0.0112 0.07
H -1.2186 -1.6832 -0.6380 -0.0850 0.1982 -0.1938 0.10
H 0.3291 -0.1141 -1.8213 0.0293 -0.0319 0.1803 0.06
H -0.6393 1.2954 -1.1605 -0.1624 -0.1122 -0.1934 0.09
H 1.7357 -1.4518 -0.9421 -0.1122 0.1949 0.0906 0.09
H 2.1253 -1.5971 0.8330 0.0248 -0.0754 -0.1534 0.11
H 2.5434 0.9148 -0.9477 -0.1602 0.0004 0.3382 0.11
H 3.1399 0.7978 0.7832 0.4297 -0.2093 -0.0941 0.10
H -0.7242 0.2990 1.6721 0.3865 -0.4858 0.2482 0.05
H 0.7124 1.3365 2.2118 -0.2984 0.7292 -0.2748 0.06
```
Forces are in eV/Å.

=====

3.
This record from the Open Molecules 2025 dataset describes the molecule C7H12. The level of theory is wB97M-V/def2-TZVPD.

SMILES: C=CCC/C=C/C
E_tot: -273.86652 a.u.

Structure (XYZ):
```
19
Properties=species:S:1:pos:R:3:forces:R:3:lowdin_charge:R:1
C -1.4373 -1.2005 2.2906 0.0263 -0.0073 0.1208 -0.11
C -1.2858 -0.6378 0.9081 0.0765 0.1156 -0.1154 -0.18
C -0.5090 0.3937 0.5842 -0.2620 -0.0905 0.1731 -0.15
C 2.2328 -0.5387 -0.7125 0.0590 0.1441 -0.0418 -0.01
C 1.8010 0.5831 -1.2809 0.0473 -0.1695 0.2045 -0.20
C 0.4063 0.7059 -1.8259 0.0021 -0.0299 -0.0751 -0.22
C -0.5905 1.1355 -0.7280 -0.1134 0.0543 -0.0041 -0.21
H -2.5046 -1.2511 2.5452 0.2095 -0.0519 -0.0217 0.07
H -0.9610 -0.5439 3.0259 0.0189 -0.1595 -0.0946 0.07
H -1.0257 -2.2114 2.4029 -0.0735 0.1474 -0.0827 0.07
H -1.9055 -1.0909 0.1318 -0.0648 0.1728 0.0952 0.11
H -1.6147 1.0371 -1.1123 0.2272 0.0428 -0.0253 0.11
H 0.1658 0.7926 1.3453 -0.1741 -0.0077 -0.1399 0.11
H 1.5995 -1.4235 -0.6991 0.1256 0.0903 -0.0007 0.06
H 3.1943 -0.6093 -0.2123 -0.0634 0.0217 -0.1611 0.05
H 2.4217 1.4805 -1.2666 -0.0831 -0.1606 0.0074 0.10
H 0.3664 1.4350 -2.6434 0.0044 -0.0967 0.0975 0.10
H 0.0907 -0.2564 -2.2472 0.0456 0.0905 0.1551 0.11
H -0.4444 2.2002 -0.5059 -0.0080 -0.1060 -0.0912 0.11
```
Forces are in eV/Å.

=====

4.
This record from the Open Molecules 2025 dataset describes the ion C7H12BrN2O2S with charge +1 in a non-equilibrium geometry. The level of theory is wB97M-V/def2-TZVPD.

SMILES: COC(=O)C[C@]1(Br)S[C@@H]([NH3+])N=C1C
E_tot: -3505.84033 a.u.
Total charge: +1

Structure (XYZ):
```
25
Properties=species:S:1:pos:R:3:forces:R:3:lowdin_charge:R:1
C -0.8370 0.1873 0.8224 -1.4001 -1.3678 -0.0650 -0.46
C 1.4738 -0.8274 -0.2356 0.3683 -1.3589 -0.9324 -0.49
C -1.2759 1.6293 -0.8706 -2.3002 -1.5824 0.2305 -0.49
C -1.0223 -0.8567 -0.2666 -0.4196 -0.3140 -0.8726 -0.84
C -0.6548 -0.2507 2.2361 1.5446 -0.0034 -0.8067 0.01
C 3.7967 -0.9908 -0.4404 2.8565 1.5565 -2.0830 -0.07
C 0.2709 -1.7223 -0.3294 -1.1527 0.5163 -2.3863 -0.10
N -1.0776 1.3642 0.5062 -0.3839 2.3300 -0.1369 0.08
N -2.6453 2.4940 -0.8251 1.4568 -1.1691 0.4358 0.22
O 1.4283 0.3672 -0.1644 0.8513 0.1363 0.2179 0.14
O 2.5446 -1.6300 -0.4369 -0.3667 0.7343 0.6362 -0.02
S -1.4465 0.0854 -1.8624 0.7458 -0.0656 1.7669 0.92
Br -2.8060 -1.7548 0.1897 1.4514 -0.0229 -0.0141 0.69
H -0.5019 2.1608 -1.2756 1.6291 1.9971 -0.9438 0.08
H 0.1447 -1.0056 2.2904 -0.7515 -0.2085 0.1660 0.11
H -1.5893 -0.5006 2.6747 -0.7149 -0.8572 0.2173 0.08
H -0.2873 0.5597 2.8078 0.3951 1.0931 0.4499 0.09
H 4.6822 -1.6536 -0.2807 -1.3495 0.0635 1.1457 0.11
H 3.8000 -0.0163 0.0983 0.0431 -1.1010 0.1039 0.10
H 4.1475 -0.7054 -1.4871 -1.3004 -0.0494 0.7169 0.11
H 0.4533 -2.2401 -1.3184 -0.7529 0.3987 1.0184 0.16
H 0.2616 -2.4654 0.4087 0.0281 -1.0883 1.1420 0.11
H -3.3579 1.7946 -0.8609 -0.7579 -0.9261 0.4739 0.12
H -2.9732 3.1521 -1.5218 0.8888 0.7117 -0.2131 0.16
H -2.5285 2.8250 0.1416 -0.6086 0.5771 -0.2674 0.16
```
Forces are in eV/Å.

=====

5.
This record from the Open Molecules 2025 dataset describes a structure of composition C7H12ClFN2 in a non-equilibrium geometry. The level of theory is wB97M-V/def2-TZVPD.

E_tot: -942.72135 a.u.
Total charge: +2

Structure (XYZ):
```
23
Properties=species:S:1:pos:R:3:forces:R:3:lowdin_charge:R:1
C 1.2181 1.4586 -0.7619 -1.0347 1.4225 0.0852 0.03
C 2.4196 1.0334 0.1245 -3.9252 0.3080 0.0135 0.06
C 0.2837 -1.9444 0.5349 -1.7083 -0.8363 0.4948 -0.03
C 1.6169 -1.4350 1.0056 2.6818 -0.7916 -0.0268 -0.05
C -2.9571 1.4671 0.2003 0.0372 0.8924 1.6592 -0.45
C 0.5827 0.1777 -0.3577 1.4969 -1.1535 2.1007 -0.10
C -1.4393 -0.9541 -1.0344 -0.1297 1.3526 -2.4553 -0.03
N -0.2710 -0.9232 -0.4510 1.3624 0.8139 0.0391 -0.04
N 1.5459 -0.0871 0.4806 -0.9231 -0.6045 -0.0033 0.02
F -1.6613 1.7959 0.0275 0.8486 -0.1048 -0.7545 -0.05
Cl -3.0659 -0.3006 0.4359 -0.3848 0.0259 -0.3647 0.90
H 0.6489 2.3664 -0.5764 -0.0164 0.0117 0.9930 0.14
H 1.3249 1.5987 -1.7826 0.9004 -0.3398 -2.2938 0.12
H 3.1410 0.6151 -0.4304 3.3293 -0.8075 -1.8496 0.12
H 2.6430 1.6298 0.9371 0.9053 1.2840 1.4311 0.13
H 0.5218 -2.9273 0.0799 -1.2874 0.4424 0.1301 0.16
H -0.5153 -1.8897 1.3441 1.2239 -0.8661 -0.7776 0.17
H 1.7306 -1.5120 2.1241 0.0396 0.3064 -1.2087 0.17
H 2.5621 -1.9886 0.4713 -2.3032 1.2664 1.3932 0.21
H -3.2334 1.9096 1.1267 -0.3628 -0.1764 1.2267 0.09
H -3.6049 1.9792 -0.4712 -0.4193 -0.6657 -1.6162 0.12
H -1.6742 -0.1250 -1.8177 0.3553 -1.6073 1.6408 0.18
H -1.8169 -1.9445 -1.2093 -0.6857 -0.1726 0.1430 0.12
```
Forces are in eV/Å.

=====

6.
This record from the Open Molecules 2025 dataset describes a structure of composition C7H12ClGaIO3P in a non-equilibrium geometry. The level of theory is wB97M-V/def2-TZVPD.

E_tot: -3523.02876 a.u.
Total charge: +2

Structure (XYZ):
```
26
Properties=species:S:1:pos:R:3:forces:R:3:lowdin_charge:R:1
C 1.8003 -3.9198 -3.9869 -0.0045 0.0823 1.1810 0.00
C 1.5508 -2.4610 -3.6815 -0.8671 4.1988 -6.0316 -0.53
H 1.7570 -4.0625 -5.0655 -0.1100 0.4407 -0.0195 0.12
H 1.0416 -4.5250 -3.5007 -0.0372 -0.1460 0.1620 0.11
H 2.7837 -4.2032 -3.6255 0.1267 -0.0704 0.2045 0.11
O 1.3723 -1.5626 -4.4721 0.7464 -3.7795 3.5382 0.09
I 1.4843 -1.6261 -1.4950 0.2547 -0.1211 1.1059 1.02
Ga 1.3376 0.5612 0.1500 -0.4895 -0.7624 2.0892 0.04
P -0.8648 0.9462 1.1969 -2.1274 -0.2343 -0.3144 0.75
C -1.9979 2.4086 0.9062 1.0635 0.2511 -0.2620 -0.20
C -1.5848 -0.2975 0.0953 -0.2346 -0.4124 -0.0450 -0.31
H -0.7674 -0.4134 3.1926 0.0132 -0.1901 0.1654 0.06
H -2.4175 0.1789 2.8845 -0.1171 -0.0370 -0.2819 0.08
H -1.2096 1.2498 3.5964 0.1152 0.0727 -0.0479 0.06
C -1.3626 0.4395 2.8863 1.0105 0.0448 -0.1163 -0.19
H -0.9699 -1.2097 0.1382 -0.4583 0.1238 0.0976 0.00
H -2.6227 -0.5178 0.3815 0.2885 -0.0282 -0.1748 0.08
H -3.0466 2.0824 1.0199 0.5378 -0.1222 -0.0090 0.08
H -1.8454 2.7971 -0.1165 -0.2032 -0.0955 0.4271 0.06
H -1.5493 0.0671 -0.9407 -0.1356 -0.0469 0.2086 0.06
H -1.7884 3.2113 1.6346 -0.0774 -0.3376 -0.3134 0.07
C 1.1201 2.9772 0.0864 1.1013 3.5006 -0.9727 -0.01
O 1.0595 4.1149 0.0087 -0.1074 -3.4933 0.4391 0.21
Cl 2.3534 -0.6676 1.6971 -0.1712 0.7258 -1.1008 0.18
O 2.4291 2.4561 3.9555 -0.7203 -0.9322 -1.3777 0.12
C 1.9372 1.9760 3.0544 0.6029 1.3684 1.4484 -0.06
```
Forces are in eV/Å.

=====

Energy relative to the best compared isomer or geometry (same formula, charge and spin) values, unit kJ/mol, following the record order: 534.6, 394.8, 110.4, 0.0, 0.0, 109.2.
Molar mass values, unit g/mol, following the record order: 96.17, 96.17, 96.17, 268.16, 178.64, 407.22.